[1]
The following is a quantum chemistry calculation of a structure of composition C5H4BeO7 at a distorted geometry, from OMol25.

Positions of all 17 atoms, in Å:
O (2.3077, -0.3965, -0.5240)
C (2.3812, 0.7917, -0.0430)
O (3.1576, 1.1987, 0.8050)
O (-0.0119, -0.9294, -1.9312)
O (-1.8313, -0.0967, -1.0002)
C (-1.0979, -1.0477, -1.3865)
Be (0.9671, -0.4099, -1.4417)
O (-0.5820, -1.7935, -0.0555)
C (-1.1748, -1.2558, 1.1253)
C (-1.3450, 0.2450, 0.8163)
O (0.4072, 2.1995, 0.0796)
C (1.3508, 1.8176, -0.6625)
H (-2.1294, -1.7496, 1.3533)
H (-0.5070, -1.4109, 1.9836)
H (-0.7028, 0.7068, 1.5788)
H (-2.3118, 0.6188, 1.1730)
O (1.1224, 1.5119, -1.8705)

Atoms 1-6, force components in eV/Å:
O -1.973 -0.512 -0.934
C 2.424 1.939 1.902
O -0.846 -0.522 -0.795
O -9.089 -6.304 -10.117
O -0.499 -0.465 -1.070
C 0.234 1.672 9.054

Results
Frontier orbital gap (alpha / beta): 6.88 / 3.55 eV
HOMO level (alpha / beta): -10.04 / -8.48 eV
Charge: 0
Electronic energy: -19976.889 eV

***

[2]
The following is a quantum chemistry calculation of an isolated molecule of C6H10 at a distorted geometry, from OMol25.

Positions of all 16 atoms, in Å:
C (1.9064, -0.4601, -1.7592)
C (0.5131, -0.3249, -1.6063)
C (-0.1929, 0.1018, -0.3245)
C (-1.7205, -0.0955, -0.3791)
C (0.4209, 0.1853, 0.8393)
C (-0.1412, 0.3133, 2.1964)
H (2.5706, -0.1384, -0.9363)
H (2.4071, -0.2067, -2.7031)
H (-0.0469, -0.7741, -2.3728)
H (-2.0692, 0.9735, -0.1518)
H (-2.0849, -0.1873, -1.3351)
H (-2.1939, -0.9301, 0.1907)
H (1.5915, 0.2808, 0.7720)
H (-1.1891, 0.0266, 2.0790)
H (0.4272, -0.1301, 3.0356)
H (-0.1983, 1.3659, 2.4551)

Atoms 1-6, force components in eV/Å:
C -2.149 2.687 0.762
C 4.179 0.040 1.787
C -1.119 -3.353 -1.470
C 0.551 2.553 1.940
C 4.284 0.866 0.026
C -0.865 0.530 -0.063

Results
Frontier orbital gap: 9.00 eV
HOMO level: -8.33 eV
SMILES: C=C/C(C)=C/C
Charge: 0
Electronic energy: -6381.388 eV
ΔE to the lowest compared entry with this formula, charge and spin: 238.4 kJ/mol

***

[3]
The following is a quantum chemistry calculation of a structure of composition C23H30CaF3N9O4S4Se2Te2 at a distorted geometry, from OMol25.

Positions of all 78 atoms, in Å:
Ca (-0.0085, 1.4590, -2.0920)
C (1.7613, -1.9675, -0.5480)
C (0.8547, -1.8492, -1.7196)
N (0.3102, -0.7372, -2.1952)
C (-0.4805, -1.1321, -3.2812)
C (-0.3837, -2.4862, -3.4367)
N (0.4603, -2.9040, -2.4470)
C (-0.9158, -3.5353, -4.3574)
O (-1.7091, -3.1527, -5.3080)
O (-0.5724, -4.6937, -4.1718)
C (-1.3280, -0.1334, -4.0690)
O (-1.9064, -0.5968, -5.0869)
O (-1.3691, 1.0393, -3.6544)
H (2.3584, -1.0559, -0.4773)
H (2.4129, -2.8376, -0.6554)
H (1.1690, -2.0648, 0.3641)
H (0.6792, -3.8769, -2.3034)
H (-1.8426, -2.1086, -5.2698)
F (6.2394, 1.8778, -3.8273)
C (5.3316, 1.0689, -3.2132)
F (5.7628, -0.2003, -3.4821)
F (5.4820, 1.2499, -1.9116)
C (3.9557, 1.2918, -3.7827)
C (3.9037, 1.1850, -5.1641)
C (2.7125, 1.3346, -5.8509)
C (1.5895, 1.6106, -5.0958)
N (1.6100, 1.7266, -3.7693)
C (2.7607, 1.5560, -3.0530)
S (2.6205, 1.6506, -1.3158)
H (4.8190, 0.9817, -5.7092)
H (2.6536, 1.2350, -6.9260)
H (0.6162, 1.7547, -5.5545)
Se (-2.1775, 2.9456, -1.3009)
Te (-3.9187, 4.4657, -0.2654)
Te (-0.4478, 6.5722, -2.4909)
Se (-0.3126, 4.0626, -2.2830)
C (0.9567, 5.2664, 4.7945)
N (1.1439, 4.9865, 3.3925)
C (0.5122, 3.9655, 2.7161)
N (-0.2085, 3.1291, 3.5273)
S (0.5922, 3.8013, 1.0706)
H (1.5791, 6.1163, 5.0685)
H (1.2771, 4.4224, 5.4115)
H (-0.0827, 5.5060, 5.0535)
H (1.4344, 5.7300, 2.7805)
H (-0.1058, 3.1427, 4.5240)
H (-0.5443, 2.2793, 3.1038)
C (-6.0532, 1.1169, -0.0378)
N (-4.8276, 0.6196, -0.6219)
C (-4.1168, -0.4016, -0.1407)
S (-2.6666, -0.9197, -0.8344)
N (-4.6686, -1.0396, 0.9326)
C (-3.9407, -2.0353, 1.6990)
H (-6.2488, 2.0870, -0.4846)
H (-5.9542, 1.2892, 1.0405)
H (-6.8917, 0.4337, -0.2225)
H (-4.3764, 1.1861, -1.3293)
H (-5.4357, -0.5843, 1.3898)
H (-2.9149, -1.7172, 1.8816)
H (-3.9081, -2.9914, 1.1750)
H (-4.4580, -2.1648, 2.6519)
C (3.5291, -2.8306, 3.7305)
C (2.0476, -2.6346, 3.7374)
C (1.1728, -3.4175, 4.4112)
C (-0.2112, -3.0620, 4.3313)
N (-0.6610, -2.0434, 3.6844)
C (0.2278, -1.2225, 2.9639)
S (-0.1455, 0.0746, 2.0416)
N (1.5680, -1.6114, 3.0329)
C (-1.2320, -3.9256, 5.0167)
H (3.8072, -3.6805, 4.3489)
H (4.0275, -1.9387, 4.1123)
H (3.8854, -3.0017, 2.7134)
H (1.5142, -4.2645, 4.9879)
H (2.1911, -0.9848, 2.5371)
H (-0.7802, -4.6060, 5.7398)
H (-1.7557, -4.5154, 4.2628)
H (-1.9690, -3.2951, 5.5107)

Atoms 1-6, force components in eV/Å:
Ca 0.593 0.998 2.013
C -0.026 0.150 -0.006
C -0.179 0.463 -0.200
N -0.168 -2.239 -0.631
C -0.018 0.337 0.191
C -0.145 -0.145 -0.335

Results
Frontier orbital gap: 3.34 eV
HOMO level: -0.28 eV
Charge: -2
Electronic energy: -261158.840 eV

***

[4]
The following is a quantum chemistry calculation of a structure of composition C5H8O, from OMol25.

Positions of all 14 atoms, in Å:
C (2.5072, 0.3224, -0.5317)
C (1.1669, 0.4413, 0.0304)
C (0.0512, 0.5900, 0.5723)
C (-0.6476, -0.4167, -0.3423)
C (-2.2851, -0.3328, 0.5687)
O (-2.2453, 0.5973, 1.4419)
H (3.1901, 0.9604, 0.0437)
H (2.8739, -0.7061, -0.4694)
H (2.5354, 0.6488, -1.5750)
H (-0.8388, -0.0841, -1.3627)
H (-0.3354, -1.4592, -0.2918)
H (-2.9274, -0.1905, -0.3218)
H (-2.3235, -1.3834, 0.9195)
H (-0.7217, 1.0126, 1.3181)

Atoms 1-6, force components in eV/Å:
C -0.026 -0.042 -0.042
C -0.282 0.062 0.167
C 0.516 0.084 -0.059
C -0.029 -0.236 -0.304
C -0.178 -0.191 -0.093
O -0.023 -0.032 0.006

Results
Frontier orbital gap: 8.88 eV
HOMO level: -8.47 eV
Charge: 0
Electronic energy: -7356.896 eV
ΔE to the lowest compared entry with this formula, charge and spin: 517.1 kJ/mol